<one>
DFT (ωB97M-V/def2-TZVPD) results for one molecule with the formula C6H7N.

Summary:
- charge = 0
- orbital gap (eV) = 8.53
- structure (SMILES) = C/C=N/C=C1C=C1
- E_HOMO (eV) = -7.532

Each line ends with the Mulliken charge.
Geometry (Å):
1 N -0.162 -1.354 -0.349  -0.60
2 C -2.009 0.020 0.453  -0.99
3 C 1.891 -0.451 -0.183  0.34
4 C 3.151 0.084 0.401  -0.73
5 C 1.980 0.535 0.831  -0.20
6 C -0.686 -0.222 -0.196  0.08
7 C 1.140 -1.364 -0.834  -0.51
8 H 1.470 1.074 1.539  0.42
9 H -1.910 0.979 0.960  0.30
10 H 1.310 -2.127 -1.502  0.53
11 H -2.242 -0.727 1.315  0.25
12 H 4.098 0.487 0.345  0.39
13 H -0.344 0.731 -0.665  0.45
14 H -2.760 -0.077 -0.308  0.27

***

<two>
DFT (ωB97M-V/def2-TZVPD) results for C6H7N as an isolated structure.

Summary:
- charge = 0
- orbital gap (eV) = 9.07
- E_HOMO (eV) = -8.287

Each line ends with the Mulliken charge.
Geometry (Å):
1 N 1.696 0.562 0.823  -0.58
2 C -0.220 0.627 0.678  -0.24
3 C -2.101 -0.219 -0.099  -0.70
4 C -3.252 0.144 -0.247  -0.06
5 C -0.142 -0.438 0.028  0.55
6 C 0.345 -1.755 -0.351  -1.09
7 C 2.206 1.489 0.146  -0.24
8 H 3.265 1.734 0.285  0.27
9 H 0.447 -1.823 -1.435  0.29
10 H -0.558 1.601 0.963  0.46
11 H -0.365 -2.513 -0.020  0.34
12 H 1.312 -1.923 0.123  0.37
13 H 1.649 2.137 -0.548  0.23
14 H -4.283 0.377 -0.344  0.40

***

Winner for stability: <one>

***

<one>
DFT (ωB97M-V/def2-TZVPD) results for C6H7N as an isolated structure.

Summary:
- charge = 0
- orbital gap (eV) = 8.19
- E_HOMO (eV) = -7.330

Each line ends with the Mulliken charge.
Geometry (Å):
1 N 2.180 1.472 -0.647  -0.62
2 C -1.457 -0.301 -0.480  -0.44
3 C -1.220 0.661 0.418  -0.34
4 C -0.250 -1.177 -0.729  -0.79
5 C 0.154 0.701 0.945  -0.89
6 C 0.813 -0.587 0.224  0.48
7 C 1.595 0.487 -0.259  -0.04
8 H -1.960 1.392 0.730  0.42
9 H 1.325 -1.274 0.897  0.44
10 H -0.435 -2.234 -0.503  0.31
11 H -2.396 -0.458 -1.001  0.38
12 H 1.245 1.760 0.149  0.45
13 H 0.310 0.696 2.025  0.33
14 H 0.096 -1.137 -1.769  0.30

***

<two>
DFT (ωB97M-V/def2-TZVPD) results for one molecule with the formula C6H7N.

Summary:
- charge = 0
- orbital gap (eV) = 9.19
- E_HOMO (eV) = -8.980

Each line ends with the Mulliken charge.
Geometry (Å):
1 N -0.795 3.153 -0.273  -0.43
2 C -0.092 0.729 0.438  0.36
3 C -0.088 -1.587 -0.126  -0.29
4 C -1.040 -0.384 -0.054  -0.75
5 C -0.497 2.084 0.056  -0.05
6 C 1.306 -1.189 -0.343  -0.81
7 C 1.278 0.290 -0.157  -0.51
8 H -1.420 -0.148 -1.056  0.34
9 H -0.028 0.694 1.533  0.30
10 H -1.902 -0.535 0.601  0.34
11 H 1.340 0.608 -1.214  0.32
12 H 0.220 -1.948 0.887  0.23
13 H 2.155 0.720 0.329  0.47
14 H -0.436 -2.488 -0.619  0.47

***

Winner for stability: <two>

***

<one>
DFT (ωB97M-V/def2-TZVPD) results for an isolated ion of composition C3H11N3P and charge +1.

Summary:
- charge = +1
- orbital gap (eV) = 8.83
- structure (SMILES) = CC=[PH2]N(N)C=[NH2+]
- E_HOMO (eV) = -12.426

Each line ends with the Mulliken charge.
Geometry (Å):
1 P 0.776 0.172 0.794  -0.05
2 N -1.294 0.512 -2.075  -0.34
3 N 2.217 0.567 -1.600  -0.66
4 N 0.918 0.587 -1.147  -0.01
5 C 0.036 0.682 -2.128  0.13
6 C 0.004 -0.997 1.620  -0.05
7 C -1.388 -0.468 2.102  -1.03
8 H 0.214 -2.064 1.585  0.39
9 H -1.516 0.565 1.798  0.31
10 H -1.560 -0.507 3.161  0.32
11 H 2.892 0.735 -0.951  0.26
12 H 2.119 0.389 0.896  0.08
13 H -1.732 0.414 -3.012  0.26
14 H 2.292 -0.262 -2.158  0.26
15 H -1.807 0.341 -1.163  0.24
16 H 0.118 1.331 1.118  0.15
17 H -2.151 -1.140 1.623  0.27
18 H 0.587 0.706 -3.033  0.46

***

<two>
DFT (ωB97M-V/def2-TZVPD) results for a 2-piece molecular cluster, C3H11N3P overall.

Summary:
- charge = +1
- orbital gap (alpha / beta) (eV) = 8.17 / 8.17
- E_HOMO (alpha / beta) (eV) = -12.920 / -12.920

Each line ends with the Mulliken charge.
Geometry (Å):
1 P -1.828 0.885 0.115  0.06
2 N 1.191 -0.011 2.919  -0.33
3 N 0.486 -1.022 1.089  -0.49
4 N 0.532 -1.151 -0.314  -0.21
5 C 1.308 -0.227 1.602  -0.05
6 C -0.741 0.713 -2.534  -1.01
7 C -1.097 0.012 -1.226  0.14
8 H -1.505 1.156 -3.149  0.37
9 H -1.381 -0.998 -1.406  0.37
10 H 1.477 -0.817 -0.596  0.28
11 H 2.120 0.139 1.049  0.35
12 H -0.817 1.639 0.596  0.06
13 H -1.860 -0.060 1.040  0.08
14 H 1.729 0.667 3.270  0.21
15 H -0.089 1.561 -2.283  0.33
16 H -0.116 -0.071 -3.195  0.27
17 H 0.384 -0.340 3.473  0.26
18 H 0.209 -2.077 -0.451  0.32

***

Winner for stability: <one>

***

<one>
DFT (ωB97M-V/def2-TZVPD) results for C6H17N3 as an isolated structure.

Summary:
- charge = 0
- orbital gap (eV) = 8.02
- E_HOMO (eV) = -7.091

Each line ends with the Mulliken charge.
Geometry (Å):
1 N -1.155 1.313 1.345  -0.52
2 N -0.354 2.539 -1.203  -0.89
3 N 0.528 0.099 -1.733  -0.39
4 C 0.328 0.805 -0.544  0.58
5 C -0.882 0.571 0.196  -0.21
6 C 1.600 1.208 0.153  -1.78
7 C -1.096 -2.175 -0.277  -1.42
8 C -0.365 -1.291 0.708  0.71
9 C 1.057 -1.748 0.934  -1.49
10 H 1.493 1.308 1.231  0.25
11 H -1.063 2.365 -1.919  0.20
12 H -2.155 -1.920 -0.350  0.34
13 H 2.401 0.498 -0.043  0.40
14 H -0.815 3.107 -0.493  0.25
15 H -1.045 -3.228 0.023  0.43
16 H 1.322 0.456 -2.247  0.27
17 H -0.292 0.097 -2.325  0.28
18 H -0.640 -2.099 -1.267  0.27
19 H 1.578 -1.141 1.674  0.31
20 H 1.072 -2.773 1.325  0.47
21 H -1.989 1.034 1.839  0.28
22 H 1.901 2.173 -0.253  0.51
23 H 1.611 -1.788 -0.006  0.28
24 H -0.382 1.463 1.975  0.19
25 H -0.895 -1.249 1.664  0.25
26 H -1.764 0.376 -0.407  0.43

***

<two>
DFT (ωB97M-V/def2-TZVPD) results for one molecule with the formula C6H17N3.

Summary:
- charge = 0
- orbital gap (eV) = 9.01
- structure (SMILES) = C[C@H](N(C)C)C(C)(N)N
- E_HOMO (eV) = -8.034

Each line ends with the Mulliken charge.
Geometry (Å):
1 N -2.227 0.972 0.751  -0.79
2 N -1.488 -0.489 -1.281  -0.46
3 N 1.218 -0.489 0.079  0.05
4 C -1.281 -1.535 0.891  -1.63
5 C 0.160 1.875 -0.482  -1.66
6 C 1.631 -0.639 -1.295  -1.01
7 C -0.039 0.626 0.353  -0.38
8 C -1.190 -0.267 0.064  1.16
9 C 2.341 -0.182 0.931  -1.02
10 H -0.583 2.616 -0.198  0.46
11 H 2.835 0.776 0.684  0.33
12 H 2.299 -1.504 -1.393  0.35
13 H 0.067 1.687 -1.550  0.36
14 H 1.163 2.267 -0.318  0.35
15 H -1.518 0.340 -1.857  0.19
16 H 2.022 -0.150 1.975  0.30
17 H -2.236 -1.147 -1.447  0.26
18 H 2.174 0.236 -1.692  0.32
19 H 0.757 -0.816 -1.924  0.29
20 H -1.002 -1.336 1.923  0.30
21 H -2.301 -1.920 0.871  0.45
22 H 3.099 -0.971 0.851  0.33
23 H -3.144 0.697 0.406  0.25
24 H 0.078 0.803 1.418  0.58
25 H -0.595 -2.273 0.486  0.38
26 H -2.239 0.823 1.756  0.24

***

Winner for stability: <two>

***

<one>
DFT (ωB97M-V/def2-TZVPD) results for one molecule with the formula CH5NOP2.

Summary:
- charge = 0
- orbital gap (eV) = 9.54
- structure (SMILES) = [H]/P=C/O[PH2]=N
- E_HOMO (eV) = -9.423

Each line ends with the Mulliken charge.
Geometry (Å):
1 P -0.852 -0.463 -0.954  0.42
2 P 1.168 -0.527 1.896  -0.07
3 O 0.114 0.794 -0.375  -0.35
4 N -2.246 -0.131 -1.507  -0.63
5 C 1.026 0.574 0.591  -0.06
6 H -0.028 -1.214 -1.813  0.11
7 H 2.334 0.054 2.389  0.01
8 H 1.818 1.311 0.405  0.31
9 H -0.859 -1.076 0.308  0.01
10 H -2.476 0.679 -0.940  0.26

***

<two>
DFT (ωB97M-V/def2-TZVPD) results for one molecule with the formula CH5NOP2.

Summary:
- charge = 0
- orbital gap (eV) = 8.90
- structure (SMILES) = O=CPNP
- E_HOMO (eV) = -8.864

Each line ends with the Mulliken charge.
Geometry (Å):
1 P 0.020 -1.038 -0.058  0.08
2 P 1.804 1.554 0.101  -0.05
3 O -2.463 -2.135 -0.229  -0.40
4 N 0.300 0.946 -0.227  -0.46
5 C -1.853 -1.093 -0.187  0.05
6 H 2.854 0.835 -0.723  0.03
7 H 2.140 0.824 1.229  0.02
8 H -2.549 -0.226 -0.040  0.36
9 H -0.044 1.244 -1.167  0.29
10 H -0.210 -0.909 1.300  0.08

***

Winner for stability: <two>

***

<one>
DFT (ωB97M-V/def2-TZVPD) results for C40H32EuN4O6P2STe as an isolated structure.

Summary:
- charge = -2
- orbital gap (alpha / beta) (eV) = 5.95 / 5.97
- spin multiplicity = 8
- E_HOMO (alpha / beta) (eV) = -2.134 / -2.154
- ⟨S²⟩ = 15.759

Each line ends with the Mulliken spin population.
Geometry (Å):
1 Eu -0.725 -1.411 -2.411  6.95
2 Te 3.236 0.641 0.911  0.00
3 S -3.054 -3.263 -6.045  0.00
4 P 0.806 1.814 -0.888  0.02
5 P -0.264 0.047 1.309  0.01
6 O 1.428 -2.565 -1.917  0.00
7 O -3.225 -1.930 -1.579  0.00
8 O 0.864 -2.978 -5.356  0.00
9 O -4.510 -3.450 -0.471  0.00
10 O 2.337 -4.582 -1.380  0.00
11 O 0.739 -0.808 -4.888  0.00
12 N -1.075 -3.570 -1.372  0.00
13 N 3.653 3.400 5.021  0.00
14 N -2.008 -1.238 -4.379  0.01
15 N -0.351 -0.175 -7.296  0.00
16 C 1.446 -3.654 1.978  0.00
17 C -2.264 -4.030 -0.987  0.00
18 C 0.606 -1.864 -5.733  0.00
19 C 4.511 1.731 3.498  0.00
20 C -0.812 -3.617 2.893  0.00
21 C 2.661 3.546 4.146  0.00
22 C -1.706 1.741 -2.159  0.05
23 C -3.834 2.169 -1.174  0.00
24 C -2.088 1.372 4.823  0.00
25 C 1.249 3.664 -0.653  0.00
26 C -1.792 0.993 3.537  0.00
27 C 0.351 4.727 -0.891  0.00
28 C -3.222 2.490 0.039  0.00
29 C 3.015 5.312 -0.236  0.00
30 C -1.094 1.273 5.798  0.00
31 C 0.754 6.040 -0.777  0.00
32 C 0.047 -1.723 1.688  0.00
33 C 2.124 6.340 -0.480  0.00
34 C 0.201 -1.527 -7.138  0.00
35 C 0.479 0.564 4.105  0.00
36 C 4.572 2.465 4.674  0.00
37 C -0.980 -2.325 2.407  0.00
38 C 0.024 -4.345 -1.243  0.00
39 C -1.308 -6.224 -0.538  0.00
40 C 3.491 1.919 2.595  0.00
41 C -1.046 2.053 -0.976  -0.01
42 C 2.533 2.866 2.955  0.00
43 C -2.411 -5.361 -0.588  0.00
44 C 0.399 -4.277 2.664  0.00
45 C 0.196 0.905 5.426  0.00
46 C -0.526 0.534 3.132  0.00
47 C 2.541 4.006 -0.261  0.00
48 C -1.821 2.471 0.137  0.00
49 C 1.163 0.877 0.637  -0.01
50 C 1.258 -2.383 1.481  0.00
51 C -3.467 -3.033 -1.014  0.00
52 C -2.420 -2.100 -5.056  0.00
53 C 1.420 -3.775 -1.554  0.00
54 C -0.066 -5.667 -0.830  0.00
55 C -3.081 1.791 -2.255  0.00
56 H 5.376 2.328 5.385  0.00
57 H -1.907 -1.830 2.527  0.00
58 H 0.818 -6.265 -0.757  0.00
59 H -3.378 -5.711 -0.260  0.00
60 H 1.690 3.041 2.286  0.00
61 H 0.319 -0.055 -5.347  0.00
62 H -3.581 1.609 -3.207  0.00
63 H -2.550 1.001 2.776  0.00
64 H -1.402 2.787 1.095  0.00
65 H -3.813 2.743 0.913  0.00
66 H -1.347 -0.175 -7.155  0.00
67 H 0.037 6.837 -0.876  0.00
68 H 1.470 0.315 3.839  0.00
69 H -0.075 0.302 -8.137  0.00
70 H -1.445 -7.250 -0.182  0.00
71 H -4.882 2.173 -1.290  0.00
72 H 4.026 5.494 0.112  0.00
73 H 3.220 3.177 -0.089  0.00
74 H -1.084 1.512 -3.017  -0.02
75 H -0.538 -2.290 -7.407  0.00
76 H 2.398 7.375 -0.468  0.00
77 H 0.476 -5.299 2.977  0.00
78 H -3.054 1.784 5.081  0.00
79 H 1.938 4.277 4.437  0.00
80 H 2.401 -4.159 1.756  0.00
81 H 5.317 0.990 3.305  0.00
82 H 1.087 -1.636 -7.780  0.00
83 H -1.585 -4.096 3.442  0.00
84 H -0.686 4.510 -1.113  0.00
85 H -1.304 1.566 6.831  0.00
86 H 1.067 0.953 6.086  0.00
87 H 2.042 -1.886 0.908  0.00

***

<two>
DFT (ωB97M-V/def2-TZVPD) results for C40H32EuN4O6P2STe as an isolated structure.

Summary:
- charge = -2
- orbital gap (alpha / beta) (eV) = 5.46 / 6.27
- spin multiplicity = 8
- E_HOMO (alpha / beta) (eV) = -1.805 / -2.617
- ⟨S²⟩ = 15.759

Each line ends with the Mulliken spin population.
Geometry (Å):
1 Eu 2.497 0.013 -0.251  6.94
2 Te -2.857 -1.369 -1.900  0.00
3 S 2.807 3.181 4.012  0.00
4 P -0.363 0.923 -1.250  0.03
5 P -0.436 -1.267 0.523  0.04
6 O 5.169 -3.134 -1.872  0.00
7 O 2.931 1.838 -1.714  0.01
8 O 3.222 -2.148 -1.191  0.00
9 O 4.194 3.569 -2.328  0.00
10 O 4.237 -1.225 1.358  0.01
11 O 6.221 -1.278 2.405  0.00
12 N 3.313 -3.607 1.157  0.00
13 N -7.355 0.225 -0.519  0.00
14 N 2.295 1.427 1.859  -0.01
15 N 4.895 0.894 -0.073  0.00
16 C -1.234 -0.548 -0.904  -0.01
17 C -0.676 1.520 -2.950  0.00
18 C -1.011 4.382 1.002  0.00
19 C -1.541 -0.692 1.911  -0.02
20 C 6.246 2.821 -0.536  0.00
21 C -2.297 4.111 1.518  0.00
22 C -7.041 -1.070 -0.713  0.00
23 C -0.856 -3.035 0.652  0.00
24 C -4.739 -0.580 -1.240  0.00
25 C -1.319 -5.824 1.013  0.00
26 C 5.770 0.491 0.862  0.00
27 C -1.099 0.379 2.691  0.01
28 C 6.924 1.223 1.143  0.00
29 C 5.443 -0.739 1.669  0.00
30 C -6.378 1.099 -0.816  0.00
31 C -3.278 0.528 3.727  0.00
32 C -1.133 2.269 -0.221  -0.02
33 C -0.468 3.448 0.114  0.00
34 C -1.147 -3.607 1.894  0.00
35 C -5.123 0.729 -1.215  0.00
36 C -1.970 0.974 3.561  0.00
37 C 2.424 2.126 2.786  0.01
38 C -0.858 -3.913 -0.404  0.00
39 C 4.212 -2.949 -1.097  0.00
40 C -1.879 1.532 -3.698  0.00
41 C -1.369 -4.980 2.110  0.00
42 C -5.762 -1.511 -1.009  0.00
43 C 4.253 -3.933 0.086  0.00
44 C -3.682 -0.610 2.985  0.00
45 C 0.493 2.012 -3.580  0.00
46 C 0.435 2.557 -4.851  0.00
47 C -2.992 2.966 1.168  0.00
48 C -2.391 2.031 0.328  0.00
49 C -1.916 2.064 -4.999  0.00
50 C -2.829 -1.179 2.038  0.00
51 C 5.092 2.074 -0.722  0.00
52 C 7.164 2.356 0.400  0.00
53 C -0.752 2.560 -5.581  0.00
54 C 3.939 2.573 -1.674  0.00
55 C -1.139 -5.281 -0.273  0.00
56 H -7.886 -1.796 -0.659  0.00
57 H 4.061 -2.145 1.634  0.00
58 H 6.348 3.785 -1.049  0.00
59 H 8.058 2.908 0.575  0.00
60 H 2.933 -4.381 1.652  0.00
61 H 2.598 -3.030 0.744  0.01
62 H 7.521 0.842 1.948  0.00
63 H -1.439 -5.359 3.093  0.00
64 H -3.061 -1.933 1.302  0.00
65 H -1.189 -2.919 2.734  0.00
66 H -3.912 2.708 1.652  0.00
67 H 1.382 2.108 -3.007  0.00
68 H -1.213 -5.949 -1.141  0.00
69 H -0.587 -3.596 -1.412  0.00
70 H 0.505 3.579 -0.292  0.00
71 H -0.762 3.096 -6.540  0.00
72 H -0.516 5.344 1.190  0.00
73 H -0.110 0.772 2.610  -0.01
74 H -2.762 1.116 -3.349  0.00
75 H -1.519 -6.905 1.041  0.00
76 H 5.271 -3.915 0.420  0.00
77 H 1.331 2.973 -5.294  0.00
78 H -5.546 -2.568 -1.070  0.00
79 H -2.922 2.130 -5.462  0.00
80 H -3.996 1.061 4.345  0.00
81 H -6.593 2.145 -0.650  0.00
82 H -2.813 1.102 0.107  0.00
83 H -4.737 -0.879 3.017  0.00
84 H -4.463 1.573 -1.524  0.00
85 H 4.059 -4.883 -0.380  0.00
86 H -2.772 4.796 2.253  0.00
87 H -1.552 1.804 4.123  0.00

***

Winner for stability: <two>